Entry 1:
An isolated molecule of C11H14FN at a distorted geometry. Source: OMol25; level of theory: ωB97M-V/def2-TZVPD.

Computed properties:
- structure (SMILES) = CN1CCC[C@@H]1c1ccc(F)cc1
- orbital gap (eV) = 9.227
- maximum force (hartree/bohr) = 0.076
- relative energy (zero: lowest compared OMol25 entry of this formula, charge and spin) (eV) = 3.566
- energy (hartree) = -582.0476

Cartesian coordinates (Å):
C1 1.81646 1.84269 -1.04194
N1 2.14396 0.85931 -0.06461
C2 2.62902 -0.23550 -0.87571
C3 2.52779 -1.55521 -0.02092
C4 1.94287 -0.97698 1.27684
C5 1.24282 0.35565 0.97286
C6 -0.12520 0.22836 0.40012
C7 -0.57395 -0.98538 -0.31356
C8 -1.88565 -1.12060 -0.76291
C9 -2.86692 -0.20119 -0.16551
F1 -4.16487 -0.27778 -0.28747
C10 -2.44162 0.88242 0.50122
C11 -1.04315 1.18515 0.73532
H1 1.86648 2.91800 -0.71924
H2 2.44227 1.81760 -2.15102
H3 0.79280 1.57153 -1.37783
H4 1.97644 -0.56750 -1.82091
H5 3.71946 -0.00892 -1.08535
H6 1.91312 -2.35390 -0.46253
H7 3.60459 -2.05406 0.10878
H8 1.23887 -1.68753 1.75150
H9 2.80608 -0.59866 2.02500
H10 1.17276 1.09875 1.83428
H11 0.03872 -1.76920 -0.53704
H12 -2.46030 -1.92616 -1.27310
H13 -3.11661 1.59718 0.85041
H14 -0.85355 1.93131 1.66169


Entry 2:
A cluster of 2 separate species, CH2ClF in total at a distorted geometry. Source: OMol25; level of theory: ωB97M-V/def2-TZVPD.

Computed properties:
- orbital gap (eV) = 9.126
- maximum force (hartree/bohr) = 0.077
- relative energy (zero: lowest compared OMol25 entry of this formula, charge and spin) (eV) = 3.177
- energy (hartree) = -599.2315

Cartesian coordinates (Å):
C1 -0.35639 -0.12506 0.24004
F1 1.11223 0.43158 -1.27954
Cl1 0.57481 -0.01427 1.59688
H1 -0.18077 -0.87537 -0.47000
H2 -1.14988 0.58312 -0.08738


Entry 3:
A cluster of 4 separate species, C2H12N2O3 in total at a distorted geometry. Source: OMol25; level of theory: ωB97M-V/def2-TZVPD.

Computed properties:
- structure (SMILES) = C/N=C\N.O.O.O
- orbital gap (eV) = 9.003
- maximum force (hartree/bohr) = 0.054
- relative energy (zero: lowest compared OMol25 entry of this formula, charge and spin) (eV) = 1.222
- energy (hartree) = -418.5941

Cartesian coordinates (Å):
C1 -0.56661 -1.35372 -1.34779
N1 -1.89604 -1.39164 -0.73372
C2 -2.36945 -0.21946 -0.58237
N2 -1.76897 1.00928 -0.54951
H1 0.22078 -1.01027 -0.66240
H2 -0.17783 -2.32246 -1.67131
H3 -0.41364 -0.72933 -2.23073
H4 -3.37330 -0.16352 -0.13212
H5 -0.76603 1.04210 -0.54776
H6 -2.30038 1.81688 -0.31240
O1 2.22859 -2.46753 2.13776
H7 1.82210 -3.31967 1.98314
H8 1.77054 -2.14605 2.92033
O2 0.97331 1.71223 -2.05733
H9 1.44690 1.35930 -2.81909
H10 1.67061 2.22857 -1.62750
O3 1.28809 1.72473 3.01010
H11 1.64409 2.60176 2.84122
H12 0.56723 1.62882 2.38148


Entry 4:
A structure of composition FH3N2 at a distorted geometry. Source: OMol25; level of theory: ωB97M-V/def2-TZVPD.

Computed properties:
- orbital gap (eV) = 11.372
- maximum force (hartree/bohr) = 0.087
- relative energy (zero: lowest compared OMol25 entry of this formula, charge and spin) (eV) = 1.389
- energy (hartree) = -211.0220

Cartesian coordinates (Å):
N1 -0.68634 0.62316 0.12821
N2 0.51688 -0.71874 -0.00695
F1 0.91844 -1.01626 1.25883
H1 -0.44965 1.10274 -0.75229
H2 -1.51088 0.03576 -0.21677
H3 1.21156 -0.02667 -0.41103


Entry 5:
A cluster of 2 separate species, C4H7NO2S in total at a distorted geometry. Source: OMol25; level of theory: ωB97M-V/def2-TZVPD.

Computed properties:
- orbital gap (eV) = 7.441
- maximum force (hartree/bohr) = 0.112
- relative energy (zero: lowest compared OMol25 entry of this formula, charge and spin) (eV) = 6.889
- energy (hartree) = -759.8234

Cartesian coordinates (Å):
C1 -2.25048 2.25548 0.27925
C2 -0.37723 0.51813 -0.08158
C3 0.49294 -0.34916 -0.60283
C4 1.35692 -1.16196 0.30508
H1 -1.36821 2.85642 0.76943
H2 -3.08906 3.01821 0.04561
H3 -2.67821 1.63247 1.07988
H4 -0.61765 0.48047 0.96562
H5 -0.50504 -0.91721 -2.58291
H6 1.29289 -0.99794 1.33745
H7 3.50777 -3.27871 0.69214
N1 2.17543 -2.15556 -0.04937
O1 0.81406 -0.56666 -1.94294
O2 2.77315 -2.73421 1.00408
S1 -1.52728 1.40023 -1.21890


Entry 6:
A structure of composition F4I2MnN2O8S4 at a distorted geometry. Source: OMol25; level of theory: ωB97M-V/def2-TZVPD.

Computed properties:
- total charge = -2
- orbital gap (spin up / spin down) (eV) = 7.405 / 7.491
- maximum force (hartree/bohr) = 0.197
- relative energy (zero: lowest compared OMol25 entry of this formula, charge and spin) (eV) = 0.000
- ⟨S²⟩ = 8.7564
- 2S+1 = 6
- energy (hartree) = -4450.2013

Cartesian coordinates (Å):
Mn1 -25.62069 8.97302 -11.70541
N1 -27.56965 9.18976 -11.22292
S1 -28.56798 10.42665 -11.38223
O1 -28.95356 11.26028 -10.26185
O2 -29.48797 10.32661 -12.50873
F1 -27.41593 11.38334 -12.02472
S2 -28.45299 8.36430 -10.07006
O3 -29.52123 7.53268 -10.54524
O4 -28.63629 9.03417 -8.82319
F2 -27.31256 7.22154 -9.88949
N2 -24.89888 9.61096 -13.57910
S3 -25.73719 9.85985 -15.05477
O5 -25.85460 8.73974 -15.95134
O6 -25.65845 11.18183 -15.64183
F3 -27.16492 9.83925 -14.41135
S4 -23.54960 9.79278 -14.25568
O7 -23.13823 11.16877 -14.40053
O8 -23.09885 8.79606 -15.21061
F4 -22.55685 9.37989 -13.03102
I1 -24.10634 10.43227 -9.87542
I2 -24.54391 6.31598 -11.95057